## P
ORCA calculation (ωB97M-V/def2-TZVPD) on a single C4H6S2 molecule.

Results
**LUMO energy**: -0.56 eV
**Frontier orbital gap**: 7.88 eV
**SMILES string**: CS/C=C/C=S
**Highest occupied orbital energy**: -8.4359 eV

Each atom is followed by the atoms it is bonded to, with distances in Å.
Atoms and positions in Å:
1 C 2.01957 1.54189 -0.21329  S2 1.813, H7 1.089, H8 1.061, H9 1.113
2 S 0.55469 1.35835 0.83867  C1 1.813, C3 1.733
3 C -0.18544 -0.03052 0.11231  S2 1.733, C4 1.360, H10 1.096
4 C -1.34384 -0.59363 0.54741  C3 1.360, C5 1.439, H11 1.124
5 C -1.89404 -1.74617 -0.11601  C4 1.439, S6 1.624, H12 1.098
6 S -3.26805 -2.50616 0.29900  C5 1.624
7 H 2.56653 2.39364 0.18765  C1 1.089
8 H 1.76199 1.71561 -1.22804  C1 1.061
9 H 2.66569 0.63808 -0.14377  C1 1.113
10 H 0.33730 -0.47809 -0.74110  C3 1.096
11 H -1.88859 -0.14955 1.42413  C4 1.124
12 H -1.32581 -2.14344 -0.96695  C5 1.098

---

## Q
ORCA calculation (ωB97M-V/def2-TZVPD) on a single C4H6S2 molecule.

Results
**LUMO energy**: -0.18 eV
**Frontier orbital gap**: 8.44 eV
**SMILES string**: C=CSC(C)=S
**Highest occupied orbital energy**: -8.6204 eV

Each atom is followed by the atoms it is bonded to, with distances in Å.
Atoms and positions in Å:
1 C -1.82527 -2.04520 -0.83627  C2 1.352, H7 1.100, H8 1.086
2 C -0.93373 -1.02919 -0.87126  C1 1.352, S3 1.761, H9 1.096
3 S -0.71328 0.27464 0.29100  C2 1.761, C4 1.682
4 C 0.88360 0.76597 0.09526  S3 1.682, C5 1.585, S6 1.621
5 C 1.25462 1.77639 1.25833  C4 1.585, H10 1.095, H11 1.090, H12 1.075
6 S 1.84951 0.39752 -1.15380  C4 1.621
7 H -1.73824 -2.81147 -1.62031  C1 1.100
8 H -2.49253 -2.26436 -0.00788  C1 1.086
9 H -0.31869 -0.97934 -1.77744  C2 1.096
10 H 2.17521 1.54405 1.80464  C5 1.095
11 H 0.47721 1.62479 2.00654  C5 1.090
12 H 1.38158 2.74618 0.81118  C5 1.075

---

Unit: kJ/mol. Relative energies: P 0.0; Q 23.5.

---

## P
ORCA calculation (ωB97M-V/def2-TZVPD) on 9 unconnected molecules or ions with the total composition C5H27NO10.

Results
**LUMO energy**: 0.13 eV
**Frontier orbital gap**: 10.05 eV
**SMILES string**: C[C@@H](O)[C@@H](C)NC=O.O.O.O.O.O.O.O.O
**Highest occupied orbital energy**: -9.9258 eV

Each atom is followed by the atoms it is bonded to, with distances in Å.
Atoms and positions in Å:
1 C -1.08729 0.70629 -0.24562  C2 1.658, H9 1.053, H10 1.079, H11 1.061
2 C -1.34695 1.05869 1.35384  C1 1.658, O3 1.366, C4 1.514, H12 1.099
3 O -1.33567 -0.18788 1.91122  C2 1.366, H13 0.953
4 C -0.18070 1.82405 1.94162  C2 1.514, C5 1.541, N6 1.507, H14 1.232
5 C -0.11655 1.74732 3.47918  C4 1.541, H15 1.111, H16 1.099, H17 1.180
6 N 1.11381 1.18741 1.50429  C4 1.507, C7 1.377, H18 1.058
7 C 2.15315 1.87238 0.91653  N6 1.377, O8 1.218, H19 1.159
8 O 3.20204 1.26796 0.78223  C7 1.218
9 H -1.95345 0.21351 -0.58444  C1 1.053
10 H -0.39294 -0.02641 -0.62656  C1 1.079
11 H -0.87060 1.69115 -0.57550  C1 1.061
12 H -2.36150 1.46515 1.46500  C2 1.099
13 H -0.46553 -0.50851 2.13137  O3 0.953
14 H -0.30389 2.92920 1.41159  C4 1.232
15 H 0.19509 2.77991 3.74589  C5 1.111
16 H -1.17776 1.59779 3.72064  C5 1.099
17 H 0.54914 0.86649 3.89540  C5 1.180
18 H 1.21062 0.22142 1.92399  N6 1.058
19 H 1.93202 2.92864 0.49432  C7 1.159
20 O 3.82409 -1.32488 0.75552  H21 0.983, H22 0.988
21 H 2.92109 -1.12282 1.08853  O20 0.983
22 H 4.00681 -0.73479 -0.01601  O20 0.988
23 O 0.94559 -2.16273 0.77605  H24 0.983, H25 0.924
24 H 1.44805 -2.75980 1.37421  O23 0.983
25 H 0.36959 -2.78253 0.40362  O23 0.924
26 O -0.32513 -1.47082 -3.86524  H27 0.948, H28 0.934
27 H 0.44788 -1.96849 -4.09457  O26 0.948
28 H -0.05632 -0.64127 -3.53183  O26 0.934
29 O -3.09091 -1.71418 0.05817  H30 0.944, H31 0.958
30 H -2.33684 -1.27877 0.42267  O29 0.944
31 H -3.97318 -1.40079 0.26010  O29 0.958
32 O 1.30844 2.83147 -2.84247  H33 0.885, H34 1.002
33 H 1.39769 2.56059 -2.00505  O32 0.885
34 H 2.19259 2.41648 -3.06774  O32 1.002
35 O 1.50676 -0.98278 -2.20176  H36 0.966, H37 0.918
36 H 1.12889 -1.64313 -1.60592  O35 0.966
37 H 2.37332 -1.08559 -1.91618  O35 0.918
38 O -1.09999 -3.53684 0.06058  H39 1.017, H40 1.018
39 H -1.84705 -3.18271 0.65215  O38 1.017
40 H -1.67772 -3.73115 -0.75463  O38 1.018
41 O -2.65043 1.14565 -3.00620  H42 0.933, H43 1.063
42 H -2.27930 0.32186 -3.23773  O41 0.933
43 H -3.29699 0.61347 -2.35123  O41 1.063

---

## Q
ORCA calculation (ωB97M-V/def2-TZVPD) on 9 unconnected molecules or ions with the total composition C5H27NO10.

Results
**LUMO energy**: 0.33 eV
**Frontier orbital gap**: 10.23 eV
**SMILES string**: NCCCCC(=O)O.O.O.O.O.O.O.O.O
**Highest occupied orbital energy**: -9.9034 eV

Each atom is followed by the atoms it is bonded to, with distances in Å.
Atoms and positions in Å:
1 N 0.59647 -1.24017 -1.81098  C2 1.513, H9 1.009, H10 1.028
2 C 1.45355 -0.14053 -1.22378  N1 1.513, C3 1.535, H11 1.133, H12 1.126
3 C 1.34911 1.03868 -2.20061  C2 1.535, C4 1.511, H13 1.184, H14 1.037
4 C -0.06779 1.50710 -2.43825  C3 1.511, C5 1.633, H15 1.234, H16 1.104
5 C -0.60982 2.40543 -1.18646  C4 1.633, C6 1.482, H17 1.089, H18 1.175
6 C -1.55464 1.58269 -0.39508  C5 1.482, O7 1.258, O8 1.312
7 O -1.32593 1.10276 0.74509  C6 1.258
8 O -2.73356 1.42294 -0.94869  C6 1.312, H19 1.014
9 H 1.07578 -1.44016 -2.67559  N1 1.009
10 H 0.52925 -2.12103 -1.28446  N1 1.028
11 H 2.47208 -0.62986 -1.13614  C2 1.133
12 H 1.01884 0.19811 -0.24182  C2 1.126
13 H 1.77473 0.79973 -3.27890  C3 1.184
14 H 1.90367 1.80658 -1.77954  C3 1.037
15 H -0.11934 2.41785 -3.26957  C4 1.234
16 H -0.89253 0.79388 -2.60960  C4 1.104
17 H -1.08275 3.34779 -1.45758  C5 1.089
18 H 0.20732 2.76430 -0.42159  C5 1.175
19 H -2.94333 0.43836 -0.82311  O8 1.014
20 O -2.66271 -1.25899 -1.44852  H21 0.840, H22 0.989
21 H -2.73168 -1.17216 -2.28117  O20 0.840
22 H -1.69748 -1.32424 -1.24317  O20 0.989
23 O 1.81233 3.61160 0.70354  H24 1.045, H25 0.927
24 H 2.66829 3.22178 1.15916  O23 1.045
25 H 1.05630 3.34088 1.16571  O23 0.927
26 O -2.56400 -0.96881 1.55341  H27 1.012, H28 1.022
27 H -1.67727 -0.58291 1.85300  O26 1.012
28 H -2.99347 -0.04696 1.45140  O26 1.022
29 O -2.78062 -3.40754 0.35458  H30 0.936, H31 0.889
30 H -3.05964 -2.77773 0.98767  O29 0.936
31 H -3.06580 -2.96132 -0.35910  O29 0.889
32 O 3.67599 1.95076 1.22898  H33 1.000, H34 0.912
33 H 3.63639 1.05238 0.79128  O32 1.000
34 H 3.48335 1.70142 2.08460  O32 0.912
35 O 0.46876 -3.41874 0.66064  H36 0.991, H37 0.964
36 H -0.44828 -3.20887 0.35003  O35 0.991
37 H 0.26765 -4.35930 0.73045  O35 0.964
38 O 2.02028 0.48213 3.36607  H39 0.945, H40 0.940
39 H 1.54767 -0.31761 3.19021  O38 0.945
40 H 2.22705 0.50300 4.28238  O38 0.940
41 O 0.15938 -1.78508 2.77513  H42 0.867, H43 0.925
42 H -0.67328 -1.91896 2.97775  O41 0.867
43 H 0.27969 -2.40917 2.10264  O41 0.925

---

Unit: kJ/mol. Relative energies: P 158.7; Q 0.0.

---

## P
ORCA calculation (ωB97M-V/def2-TZVPD) on 2 unconnected molecules or ions with the total composition C3H6N.

Results
**LUMO energy (spin up / spin down)**: -5.38 / -7.41 eV
**Frontier orbital gap (spin up / spin down)**: 7.33 / 10.10 eV
**⟨S²⟩**: 2.027
**2S+1**: 3
**Highest occupied orbital energy (spin up / spin down)**: -12.7110 / -17.5077 eV
**Charge**: +1

Each atom is followed by the atoms it is bonded to, with distances in Å.
Atoms and positions in Å:
1 C -2.04059 0.05335 -0.90990  N4 1.195, H5 1.073
2 C 1.32421 0.96250 0.65476  H6 1.052, H7 1.093, H8 1.054
3 C -0.04446 -1.10351 -0.02968  N4 1.284, H9 1.094, H10 1.066
4 N -1.09424 -0.45920 -0.39130  C1 1.195, C3 1.284
5 H -3.00359 0.39104 -1.24193  C1 1.073
6 H 1.10085 0.18567 1.32830  C2 1.052
7 H 2.16929 0.84610 -0.02810  C2 1.093
8 H 0.87814 1.89994 0.47185  C2 1.054
9 H 0.63586 -1.37810 -0.84178  C3 1.094
10 H 0.07453 -1.39780 0.98777  C3 1.066

---

## Q
ORCA calculation (ωB97M-V/def2-TZVPD) on a gas-phase ion, C3H6N (charge +1).

Results
**LUMO energy (spin up / spin down)**: -4.32 / -10.66 eV
**Frontier orbital gap (spin up / spin down)**: 7.98 / 7.72 eV
**⟨S²⟩**: 2.005
**2S+1**: 3
**Highest occupied orbital energy (spin up / spin down)**: -12.3013 / -18.3777 eV
**Charge**: +1

Each atom is followed by the atoms it is bonded to, with distances in Å.
Atoms and positions in Å:
1 C -0.47486 -0.75028 -1.80146  N4 1.143, H5 1.077
2 C -0.01156 0.84937 0.77588  C3 1.527, H6 1.186, H7 1.147, H8 1.081
3 C 0.51778 -0.55165 0.47716  C2 1.527, N4 1.357, H9 1.096, H10 1.087
4 N -0.09707 -0.68794 -0.72488  C1 1.143, C3 1.357
5 H -1.10989 -0.61680 -2.66114  C1 1.077
6 H -1.19721 0.88456 0.77950  C2 1.186
7 H 0.35205 1.20500 1.80387  C2 1.147
8 H 0.48771 1.56660 0.13923  C2 1.081
9 H 1.56745 -0.60407 0.16490  C3 1.096
10 H -0.03441 -1.29478 1.04694  C3 1.087

---

Unit: kJ/mol. Relative energies: P 0.0; Q 220.4.

---

## P
ORCA calculation (ωB97M-V/def2-TZVPD) on 2 unconnected molecules or ions with the total composition C4H8N3O3.

Results
**LUMO energy (spin up / spin down)**: -6.33 / -6.33 eV
**Frontier orbital gap (spin up / spin down)**: 8.31 / 8.31 eV
**Highest occupied orbital energy (spin up / spin down)**: -14.6312 / -14.6321 eV
**Charge**: +1

Each atom is followed by the atoms it is bonded to, with distances in Å.
Atoms and positions in Å:
1 C -0.52518 -0.24893 -0.74897  C2 1.532, C3 1.543, H11 1.107, H12 1.113
2 C -0.67846 1.24074 -1.07198  C1 1.532, N5 1.528, H13 1.109, H14 1.167
3 C 0.58927 -0.16535 0.31453  C1 1.543, C4 1.560, N6 1.382
4 C 0.90423 -1.22080 1.41896  C3 1.560, H15 1.120, H16 1.123, H17 1.149
5 N -0.25412 1.88700 0.24598  C2 1.528, N6 1.269, H18 0.995
6 N 0.56169 1.11484 0.83568  C3 1.382, N5 1.269, O8 1.221
7 N 2.39458 0.06156 -0.54938  O9 1.181, O10 1.160
8 O 1.30880 1.43929 1.74583  N6 1.221
9 O 3.06924 -0.86178 -0.25281  N7 1.181
10 O 2.41227 1.03864 -1.17524  N7 1.160
11 H -1.48503 -0.55190 -0.28799  C1 1.107
12 H -0.30554 -0.91313 -1.61427  C1 1.113
13 H -0.06198 1.46620 -1.96605  C2 1.109
14 H -1.82127 1.45846 -1.16499  C2 1.167
15 H 1.03385 -0.99696 2.50854  C4 1.120
16 H 1.92935 -1.56928 1.12123  C4 1.123
17 H 0.11386 -2.04916 1.32153  C4 1.149
18 H -0.15434 2.87170 0.35130  N5 0.995

---

## Q
ORCA calculation (ωB97M-V/def2-TZVPD) on 2 unconnected molecules or ions with the total composition C4H8N3O3.

Results
**LUMO energy**: -5.03 eV
**Frontier orbital gap**: 9.50 eV
**Highest occupied orbital energy**: -14.5362 eV
**Charge**: +1

Each atom is followed by the atoms it is bonded to, with distances in Å.
Atoms and positions in Å:
1 C -1.85905 -0.67423 -0.27640  C3 1.485, N7 1.414, O8 1.179
2 C -0.06449 0.72494 0.21227  C4 1.563, N7 1.346, O9 1.240
3 C -2.46132 0.68028 -0.19298  C1 1.485, C4 1.515, H11 1.007, H12 1.008
4 C -1.31005 1.64579 0.00178  C2 1.563, C3 1.515, H13 1.148, H14 1.085
5 N 3.53126 -0.44666 -0.75649  N6 1.194, H15 1.074
6 N 2.89985 -0.63411 0.23889  N5 1.194, H16 1.195, H17 0.950
7 N -0.50205 -0.54321 0.09938  C1 1.414, C2 1.346, O10 1.412
8 O -2.43184 -1.70135 -0.36086  C1 1.179
9 O 1.12115 1.07878 0.29982  C2 1.240
10 O 0.34451 -1.67171 0.15394  N7 1.412, H18 0.958
11 H -3.06019 0.79825 -0.99329  C3 1.007
12 H -3.02032 0.71002 0.64473  C3 1.008
13 H -1.27712 2.44453 0.82613  C4 1.148
14 H -1.25727 2.32192 -0.84506  C4 1.085
15 H 4.23058 -1.24655 -0.91247  N5 1.074
16 H 2.24552 0.30783 0.57399  N6 1.195
17 H 3.05171 -1.41151 0.76392  N6 0.950
18 H -0.18087 -2.38301 0.52268  O10 0.958

---

Unit: kJ/mol. Relative energies: P 386.2; Q 0.0.